[1]
DFT (wB97M-V/def2-TZVPD) results for a single C20H19N3O3 molecule.

```
45
C20H19N3O3 wB97M-V/def2-TZVPD
C -1.77 -1.83 2.75
N -1.05 -0.63 2.37
C -1.59 0.60 2.70
O -2.65 0.69 3.29
C -0.78 1.75 2.28
C -1.23 3.04 2.58
C -0.49 4.13 2.19
C 0.69 3.95 1.48
C 1.14 2.68 1.17
C 0.41 1.56 1.57
N 0.82 0.28 1.28
C 2.06 0.04 0.57
C 2.17 0.50 -0.88
O 3.17 1.09 -1.24
N 1.21 0.13 -1.75
C 1.51 0.10 -3.17
C 1.40 -1.33 -3.74
C 1.11 -2.36 -2.63
C -0.08 -1.87 -1.86
C -1.23 -2.59 -1.62
C -2.30 -1.99 -0.97
C -2.23 -0.66 -0.60
C -1.08 0.08 -0.84
C 0.01 -0.55 -1.43
C 0.12 -0.84 1.67
O 0.50 -1.96 1.41
H -2.01 -2.41 1.86
H -1.16 -2.44 3.42
H -2.68 -1.52 3.26
H -2.15 3.13 3.13
H -0.84 5.13 2.42
H 1.26 4.80 1.16
H 2.05 2.57 0.61
H 2.90 0.51 1.11
H 2.21 -1.05 0.58
H 0.83 0.77 -3.69
H 2.53 0.49 -3.28
H 2.32 -1.60 -4.25
H 0.59 -1.37 -4.47
H 0.93 -3.34 -3.06
H 1.98 -2.43 -1.97
H -1.30 -3.62 -1.94
H -3.20 -2.56 -0.77
H -3.08 -0.18 -0.12
H -1.03 1.12 -0.58
```

Computed properties:
Calculated total energy = -31663.636 eV
M = 349.390 g/mol
SMILES string = Cn1c(=O)c2ccccc2n(CC(=O)N2CCCc3ccccc32)c1=O
ΔE to the lowest compared entry with this formula, charge and spin = 0.0 kcal per mole
Lowest unoccupied orbital energy = 0.31 eV

***

[2]
DFT (wB97M-V/def2-TZVPD) results for a single C20H19N5O6S molecule at a distorted geometry.

```
51
C20H19N5O6S wB97M-V/def2-TZVPD
C -1.49 2.36 0.59
O -0.56 1.25 0.57
C -0.81 -0.01 1.24
C -2.03 0.13 2.18
C -3.25 -0.48 1.87
C -4.31 -0.39 2.77
C -4.19 0.34 3.95
C -3.01 1.06 4.18
C -1.95 0.99 3.28
C 0.55 -0.08 1.97
N 0.91 -0.72 3.10
C -0.02 -1.25 4.11
C 2.29 -0.91 3.21
C 2.85 -1.82 4.23
C 2.97 -0.30 2.20
C 4.43 -0.29 1.98
S 1.90 0.51 1.11
H -1.41 2.91 1.54
H -1.15 3.02 -0.22
H -2.52 2.06 0.38
H -3.37 -1.02 0.93
H -5.25 -0.91 2.54
H -5.01 0.40 4.67
H -2.89 1.67 5.08
H -1.03 1.58 3.42
H 0.57 -1.75 4.88
H -0.58 -0.44 4.58
H -0.69 -1.98 3.64
H 3.95 -1.78 4.16
H 2.57 -1.55 5.26
H 2.56 -2.87 4.05
H 4.85 -1.30 2.01
H 4.65 0.15 1.00
H 4.94 0.30 2.75
O 2.22 -4.55 -2.15
N 1.57 -3.56 -2.52
O 1.36 -3.29 -3.72
C 0.99 -2.64 -1.55
C 0.38 -1.46 -1.99
C -0.46 -0.74 -1.16
N -1.40 0.19 -1.75
O -1.07 0.81 -2.78
O -2.51 0.32 -1.20
C -0.85 -1.12 0.28
C -0.04 -2.31 0.68
N -0.14 -2.97 1.84
O 0.89 -3.94 1.77
N 1.44 -4.04 0.50
C 0.84 -3.00 -0.18
H 0.49 -1.15 -3.03
H -1.85 -1.54 0.17
```

Computed properties:
Calculated total energy = -51608.699 eV
M = 457.468 g/mol
ΔE to the lowest compared entry with this formula, charge and spin = 0.0 kcal per mole
Lowest unoccupied orbital energy = -0.89 eV

***

[3]
DFT (wB97M-V/def2-TZVPD) results for a molecular structure, C20H19N5ORh at a distorted geometry.

```
46
C20H19N5ORh wB97M-V/def2-TZVPD
Rh -0.33 -0.17 0.48
C 4.55 -2.60 -1.18
C 3.25 -3.06 -1.43
C 2.16 -2.21 -1.22
C 2.33 -0.84 -0.88
C 3.65 -0.39 -0.65
C 4.73 -1.27 -0.82
N 1.23 0.07 -0.82
C 1.09 1.17 -1.62
C 1.82 1.57 -2.75
C 1.51 2.79 -3.41
C 0.58 3.68 -2.90
C -0.18 3.36 -1.77
C 0.05 2.13 -1.12
N -0.66 1.66 -0.04
N -1.50 2.48 0.53
C -1.77 1.98 1.76
C -2.58 2.69 2.66
C -2.83 2.21 3.93
C -2.28 0.98 4.22
C -1.46 0.29 3.34
N -1.19 0.75 2.09
H 5.41 -3.22 -1.44
H 3.08 -4.12 -1.73
H 1.15 -2.56 -1.41
H 3.85 0.64 -0.49
H 5.73 -0.85 -0.82
H 2.46 0.84 -3.16
H 2.07 3.03 -4.35
H 0.40 4.65 -3.38
H -0.93 4.05 -1.37
H -3.05 3.57 2.29
H -3.47 2.79 4.61
H -2.45 0.54 5.19
H -0.87 -0.60 3.59
N -3.80 -2.46 -0.72
C -2.99 -1.80 0.16
O -2.89 -0.55 0.12
C -2.12 -2.61 1.12
C -0.69 -2.19 0.85
H -4.32 -1.87 -1.33
H -3.75 -3.48 -0.78
H -2.24 -3.71 0.99
H -2.45 -2.31 2.14
H -0.30 -2.59 -0.08
H 0.02 -2.45 1.64
```

Computed properties:
Calculated total energy = -33544.876 eV
M = 448.312 g/mol
2S+1 = 5
Charge = +1
Lowest unoccupied orbital energy (alpha / beta) = -2.85 / -5.83 eV